Here is an isolated molecule of C2H3Cl2NS at a distorted geometry from the Open Molecules 2025 dataset. Energies are from ωB97M-V/def2-TZVPD.

Properties
Orbital gap, eV: 9.48
HOMO energy, Ha: -0.33811
E_LUMO, eV: 0.28

Last column: Mulliken charge in e.
Geometry (Å):
C (-0.839, -1.069, -0.228)  -0.744
N (0.233, -0.181, 0.024)  -0.342
C (0.381, 1.022, -0.244)  0.597
Cl (-0.668, 2.104, -1.167)  -0.199
S (1.798, 1.857, 0.534)  -0.012
Cl (2.273, 0.424, 1.792)  -0.104
H (-0.399, -1.991, -0.629)  0.264
H (-1.580, -0.542, -0.814)  0.297
H (-1.197, -1.626, 0.732)  0.243

---

Here is an isolated ion of composition FHNO2S and charge -1 at a distorted geometry from the Open Molecules 2025 dataset. Energies are from ωB97M-V/def2-TZVPD.

Properties
Orbital gap, eV: 8.00
Charge: -1
HOMO energy, Ha: -0.13592
E_LUMO, eV: 4.30

Last column: Mulliken charge in e.
Geometry (Å):
N (-0.333, -0.479, 0.474)  -0.281
O (-1.127, 1.922, 0.224)  -0.599
O (-2.136, 0.633, 2.069)  -0.555
F (0.609, -1.246, 1.227)  -0.254
S (-0.894, 1.074, 1.417)  0.444
H (0.225, -0.094, -0.288)  0.245

---

Here is C25H36KN8O2 as an isolated structure at a distorted geometry from the Open Molecules 2025 dataset. Energies are from ωB97M-V/def2-TZVPD.

Properties
Orbital gap, eV: 5.91
Charge: -1
HOMO energy, Ha: -0.13684
E_LUMO, eV: 2.19

Last column: Mulliken charge in e.
Geometry (Å):
K (0.321, 1.034, 0.000)  1.168
C (-0.379, -0.961, 3.579)  -1.369
N (-1.266, -0.920, 2.428)  1.403
C (-2.257, 0.136, 2.637)  -1.292
C (-2.881, 0.700, 1.352)  0.937
C (-2.693, 2.218, 1.268)  -1.702
N (-1.281, 2.489, 1.380)  0.387
C (-0.812, 3.665, 1.323)  -0.753
C (0.606, 3.947, 1.333)  1.426
C (1.028, 5.224, 0.941)  -0.751
C (2.352, 5.539, 0.735)  -0.610
C (3.309, 4.532, 0.923)  -0.482
C (2.943, 3.287, 1.368)  -0.614
C (1.585, 2.934, 1.668)  -0.315
O (1.302, 1.820, 2.204)  -0.784
C (-1.820, -2.242, 2.189)  -1.157
C (-2.504, -2.472, 0.840)  -1.056
C (-1.582, -2.282, -0.379)  0.355
N (-1.907, -1.055, -1.077)  -0.117
C (-1.568, -0.854, -2.273)  -0.480
C (-1.861, 0.429, -2.954)  0.501
C (-3.046, 0.592, -3.653)  -0.296
C (-3.369, 1.791, -4.275)  -0.673
C (-2.463, 2.846, -4.179)  -0.436
C (-1.274, 2.704, -3.496)  -0.645
C (-0.898, 1.489, -2.847)  0.171
O (0.208, 1.348, -2.227)  -1.090
H (-0.929, -1.163, 4.518)  0.380
H (0.132, 0.000, 3.667)  0.232
H (0.368, -1.746, 3.451)  0.289
H (-1.717, 0.953, 3.116)  0.593
H (-3.042, -0.211, 3.338)  0.211
H (-3.944, 0.458, 1.282)  0.336
H (-2.366, 0.269, 0.496)  -0.587
H (-3.265, 2.714, 2.068)  0.401
H (-3.085, 2.580, 0.308)  0.499
H (-1.474, 4.541, 1.195)  0.186
H (0.264, 5.979, 0.772)  0.263
H (2.646, 6.530, 0.413)  0.358
H (4.353, 4.746, 0.715)  0.363
H (3.690, 2.518, 1.538)  0.398
H (-2.535, -2.515, 2.993)  0.381
H (-0.985, -2.948, 2.253)  0.367
H (-3.362, -1.810, 0.727)  0.331
H (-2.890, -3.496, 0.857)  0.405
H (-1.653, -3.147, -1.054)  0.528
H (-0.544, -2.206, -0.038)  -0.551
H (-1.043, -1.634, -2.859)  0.383
H (-3.740, -0.244, -3.704)  0.347
H (-4.306, 1.903, -4.808)  0.363
H (-2.698, 3.796, -4.651)  0.354
H (-0.572, 3.529, -3.426)  0.416
C (1.799, -3.757, -2.980)  -0.970
N (2.460, -3.778, -1.690)  0.033
C (3.859, -4.179, -1.782)  -1.083
C (2.203, -2.627, -0.896)  0.131
N (1.623, -1.565, -1.243)  -0.244
N (2.660, -2.798, 0.412)  -0.125
C (2.515, -1.841, 1.433)  0.036
N (3.143, -2.268, 2.619)  -0.568
N (1.863, -0.789, 1.254)  0.018
H (1.888, -4.742, -3.438)  0.324
H (2.227, -3.017, -3.671)  0.385
H (0.743, -3.535, -2.838)  0.187
H (3.924, -5.083, -2.387)  0.393
H (4.268, -4.399, -0.799)  0.328
H (4.481, -3.404, -2.252)  0.308
H (1.389, -1.453, -2.224)  0.104
H (2.799, -3.748, 0.709)  0.292
H (4.032, -2.729, 2.495)  0.229
H (3.196, -1.528, 3.300)  0.300
H (1.833, -0.093, 1.997)  -0.049

---

Here is C45H60KN4P3S2Si as an isolated structure at a distorted geometry from the Open Molecules 2025 dataset. Energies are from ωB97M-V/def2-TZVPD.

Properties
Orbital gap, eV: 4.42
Charge: -2
HOMO energy, Ha: -0.02415
E_LUMO, eV: 3.77

Last column: Mulliken charge in e.
Geometry (Å):
K (-0.856, 0.385, 0.966)  1.968
C (0.216, -2.804, 1.969)  -1.295
C (-0.958, -3.145, 1.071)  1.744
C (-1.387, -4.599, 1.259)  -1.829
P (-0.606, -2.515, -0.649)  1.288
C (-1.745, -3.460, -1.724)  0.329
C (-3.218, -3.213, -1.385)  -1.432
C (-1.461, -3.149, -3.187)  -1.660
C (1.045, -3.124, -1.088)  -0.495
C (1.383, -4.464, -1.031)  -0.669
C (2.676, -4.872, -1.360)  -0.885
C (3.612, -3.926, -1.722)  -0.938
C (3.259, -2.576, -1.770)  -0.111
C (1.975, -2.157, -1.479)  0.159
Si (1.278, -0.392, -1.546)  0.366
C (2.887, 0.550, -0.917)  0.364
C (3.791, 0.753, -1.961)  -0.461
C (5.038, 1.322, -1.777)  -0.928
C (5.428, 1.718, -0.509)  -1.227
C (4.556, 1.524, 0.548)  -0.764
C (3.296, 0.949, 0.370)  0.948
P (2.157, 0.668, 1.782)  0.860
C (3.024, -0.587, 2.854)  0.828
C (2.213, -0.811, 4.129)  -1.550
C (4.500, -0.405, 3.197)  -1.509
C (2.039, 2.220, 2.822)  1.091
C (0.865, 3.074, 2.333)  -1.213
C (3.263, 3.107, 3.042)  -1.842
C (1.035, 0.204, -3.330)  0.539
C (1.545, -0.453, -4.444)  -0.118
C (1.080, -0.193, -5.723)  -1.074
C (0.070, 0.740, -5.902)  -0.918
C (-0.437, 1.418, -4.806)  -0.150
C (0.043, 1.184, -3.523)  -0.050
P (-0.491, 2.058, -1.982)  1.082
C (0.461, 3.707, -2.308)  0.187
C (1.775, 3.713, -1.542)  -1.190
C (0.783, 4.136, -3.740)  -1.972
C (-2.183, 2.887, -2.031)  0.840
C (-3.389, 1.995, -1.783)  -1.660
C (-2.515, 3.820, -3.199)  -1.839
H (-0.106, -2.764, 3.009)  0.646
H (0.643, -1.825, 1.729)  -0.125
H (1.019, -3.539, 1.868)  0.301
H (-1.801, -2.503, 1.373)  -0.542
H (-1.745, -4.739, 2.283)  0.473
H (-0.553, -5.289, 1.115)  0.303
H (-2.198, -4.897, 0.596)  0.397
H (-1.514, -4.519, -1.536)  0.600
H (-3.525, -2.232, -1.748)  0.261
H (-3.438, -3.213, -0.319)  0.252
H (-3.845, -3.962, -1.874)  0.399
H (-1.761, -2.128, -3.422)  0.217
H (-2.025, -3.839, -3.822)  0.522
H (-0.401, -3.236, -3.432)  0.321
H (0.651, -5.205, -0.736)  0.302
H (2.935, -5.924, -1.323)  0.379
H (4.623, -4.230, -1.971)  0.409
H (4.018, -1.848, -2.035)  0.416
H (3.499, 0.479, -2.967)  0.106
H (5.699, 1.463, -2.625)  0.398
H (6.398, 2.171, -0.339)  0.370
H (4.868, 1.823, 1.538)  0.483
H (2.939, -1.490, 2.231)  0.030
H (2.398, -0.007, 4.845)  0.446
H (2.523, -1.742, 4.610)  0.433
H (1.134, -0.848, 3.966)  0.076
H (4.658, 0.464, 3.840)  0.229
H (5.121, -0.292, 2.309)  0.401
H (4.862, -1.279, 3.747)  0.437
H (1.740, 1.805, 3.793)  0.337
H (1.038, 3.442, 1.320)  0.008
H (0.731, 3.946, 2.978)  0.556
H (-0.085, 2.536, 2.349)  -0.013
H (3.568, 3.596, 2.115)  0.317
H (4.124, 2.562, 3.433)  0.318
H (3.015, 3.896, 3.758)  0.432
H (2.301, -1.221, -4.309)  0.398
H (1.489, -0.734, -6.569)  0.323
H (-0.322, 0.939, -6.893)  0.383
H (-1.212, 2.152, -4.965)  0.029
H (-0.182, 4.471, -1.851)  0.758
H (2.523, 3.108, -2.050)  0.267
H (1.678, 3.301, -0.537)  -0.331
H (2.174, 4.729, -1.463)  0.642
H (1.515, 3.454, -4.174)  0.352
H (1.227, 5.137, -3.756)  0.432
H (-0.070, 4.143, -4.413)  0.381
H (-2.076, 3.529, -1.143)  0.251
H (-3.549, 1.309, -2.615)  0.314
H (-4.282, 2.623, -1.694)  0.492
H (-3.310, 1.408, -0.873)  0.030
H (-2.601, 3.280, -4.142)  0.293
H (-1.794, 4.623, -3.326)  0.329
H (-3.492, 4.281, -3.017)  0.484
S (-1.602, 0.350, 3.866)  -0.438
C (-3.227, -0.282, 4.007)  0.199
C (-3.734, -0.430, 5.302)  -1.060
C (-5.005, -0.923, 5.567)  0.521
C (-5.444, -1.046, 6.917)  -0.029
N (-5.777, -1.146, 8.017)  -0.660
C (-5.827, -1.290, 4.485)  0.459
C (-5.339, -1.147, 3.195)  -1.005
C (-4.065, -0.657, 2.910)  0.141
S (-3.603, -0.547, 1.232)  -0.289
C (-7.141, -1.804, 4.693)  -0.056
N (-8.203, -2.227, 4.843)  -0.669
H (-3.094, -0.143, 6.126)  0.436
H (-5.969, -1.429, 2.360)  0.444
N (-1.500, -0.001, -1.592)  0.366
C (-0.516, -0.912, -1.422)  -1.753
H (-2.447, -0.360, -1.590)  -0.001
N (-2.992, 3.076, 1.937)  -0.622
H (-3.439, 2.406, 1.312)  0.132
H (-3.756, 3.577, 2.380)  0.259
H (-2.591, 2.484, 2.669)  0.088

---

Here is C10H23BeN2O8 as an isolated structure at a distorted geometry from the Open Molecules 2025 dataset. Energies are from ωB97M-V/def2-TZVPD.

Properties
Orbital gap, eV: 5.05
Charge: -1
HOMO energy, Ha: -0.09246
E_LUMO, eV: 2.54

Last column: Mulliken charge in e.
Geometry (Å):
Be (-0.489, -0.666, -0.348)  0.612
C (-0.771, -2.871, -0.581)  0.396
O (0.272, -2.382, -0.150)  -0.621
O (-1.587, -2.095, -1.104)  -0.564
O (-1.114, -3.989, -0.159)  -0.927
O (-2.804, 1.881, -0.709)  -0.606
C (-1.942, 0.847, -0.872)  0.732
O (-0.912, 0.935, -1.597)  -0.715
O (-2.278, -0.192, -0.338)  -0.611
H (-3.408, 1.386, -0.151)  0.367
C (3.127, 1.138, -0.395)  -1.715
C (1.709, 0.631, -0.852)  1.164
C (1.668, -0.264, -2.046)  -1.142
O (0.272, -0.603, -2.157)  0.523
C (-0.062, -1.447, -3.234)  -1.155
N (1.240, -0.155, 0.363)  -0.520
H (3.102, 1.779, 0.486)  0.408
H (3.589, 1.733, -1.183)  0.404
H (3.755, 0.263, -0.225)  0.370
H (1.057, 1.479, -1.063)  -0.462
H (2.256, -1.177, -1.954)  0.477
H (2.043, 0.089, -3.007)  0.403
H (-0.062, -0.810, -4.119)  0.330
H (-1.119, -1.712, -3.260)  0.367
H (0.632, -2.267, -3.420)  0.262
H (1.641, -1.077, 0.268)  0.449
H (1.647, 0.268, 1.185)  0.466
C (-1.585, -0.500, 3.525)  -1.482
C (-1.225, -0.207, 1.995)  0.203
C (-0.487, 1.153, 1.808)  -1.213
O (-0.284, 1.251, 0.406)  0.355
C (0.233, 2.561, 0.060)  -1.544
N (-0.466, -1.322, 1.498)  -0.344
H (-1.864, 0.346, 4.152)  0.414
H (-0.825, -1.115, 4.008)  0.304
H (-2.477, -1.106, 3.681)  0.407
H (-2.126, -0.272, 1.385)  0.327
H (0.433, 1.155, 2.393)  0.320
H (-1.090, 1.939, 2.264)  0.546
H (1.211, 2.907, 0.394)  0.404
H (-0.467, 3.381, 0.221)  0.306
H (0.266, 2.714, -1.019)  0.544
H (-1.010, -2.146, 1.709)  0.450
H (0.302, -1.458, 2.141)  0.311

---

Here is C18H9Cl5N2O2S2Zr as an isolated structure at a distorted geometry from the Open Molecules 2025 dataset. Energies are from ωB97M-V/def2-TZVPD.

Properties
2S+1: 2
Orbital gap (spin up / spin down), eV: 6.59 / 7.99
Charge: +1
HOMO energy (spin up / spin down), Ha: -0.36038 / -0.41342
E_LUMO (spin up / spin down), eV: -3.21 / -3.26

Last column: Mulliken charge in e.
Geometry (Å):
Zr (-0.388, -0.176, -0.675)  0.981
Cl (4.586, 4.972, -0.860)  -0.161
C (3.144, 4.047, -0.908)  0.554
C (3.182, 2.719, -1.310)  -0.492
Cl (4.654, 1.956, -1.756)  -0.171
C (1.994, 2.008, -1.331)  0.896
Cl (1.997, 0.298, -1.773)  -0.338
C (0.760, 2.546, -0.998)  -0.014
O (-0.346, 1.801, -1.073)  -0.668
C (0.742, 3.870, -0.573)  0.495
Cl (-0.760, 4.559, -0.094)  -0.158
C (1.920, 4.612, -0.534)  -0.082
Cl (1.867, 6.244, -0.010)  -0.154
O (-2.402, -0.132, -0.335)  -0.677
N (-2.862, 0.638, 0.713)  0.404
C (-4.117, 1.105, 0.594)  -0.157
C (-4.641, 1.885, 1.585)  -0.796
C (-3.844, 2.166, 2.697)  -0.096
C (-2.570, 1.665, 2.777)  -0.890
C (-2.046, 0.870, 1.750)  0.929
S (-0.430, 0.204, 1.779)  -0.373
H (-4.620, 0.822, -0.317)  0.443
H (-5.646, 2.267, 1.483)  0.423
H (-4.229, 2.784, 3.498)  0.421
H (-1.932, 1.872, 3.625)  0.434
S (-0.960, -4.709, -1.814)  -0.178
C (-1.304, -3.089, -1.513)  -0.017
N (-0.391, -2.408, -0.885)  -0.248
C (0.712, -3.231, -0.569)  -0.003
C (1.857, -2.856, 0.135)  -0.126
C (2.841, -3.796, 0.326)  -0.842
C (2.695, -5.107, -0.164)  -0.509
C (1.564, -5.495, -0.842)  -0.524
C (0.569, -4.531, -1.037)  0.652
H (-2.252, -2.656, -1.810)  0.439
H (1.979, -1.863, 0.549)  0.382
H (3.736, -3.529, 0.872)  0.414
H (3.485, -5.827, 0.004)  0.393
H (1.452, -6.508, -1.205)  0.413

---

Here is C6H7BeF5N11OSTe as an isolated structure at a distorted geometry from the Open Molecules 2025 dataset. Energies are from ωB97M-V/def2-TZVPD.

Properties
Orbital gap, eV: 6.88
Charge: -1
HOMO energy, Ha: -0.18790
E_LUMO, eV: 1.76

Last column: Mulliken charge in e.
Geometry (Å):
Be (0.956, 1.674, 0.395)  -1.112
N (-0.146, 2.446, -2.286)  -0.084
C (0.805, 1.509, -2.219)  0.718
N (1.126, 0.663, -3.215)  -0.618
N (1.841, -0.329, -2.615)  -0.556
N (1.950, -0.106, -1.329)  -0.254
N (1.315, 1.074, -1.055)  0.612
C (-0.440, 3.170, -1.136)  0.383
N (-1.113, 4.282, -1.115)  -0.490
N (-1.214, 4.566, 0.153)  -0.603
N (-0.604, 3.754, 0.918)  -0.329
N (-0.085, 2.807, 0.116)  0.974
H (-0.511, 2.729, -3.198)  0.260
C (-1.881, -2.708, 1.053)  -0.955
N (-1.238, -2.663, -0.233)  0.208
C (-0.901, -3.749, -1.010)  -0.249
C (-0.460, -3.253, -2.200)  -0.530
N (-0.598, -1.889, -2.151)  0.096
C (-1.067, -1.493, -0.937)  -0.057
S (-1.664, -0.018, -0.506)  -0.474
H (-2.707, -2.030, 1.114)  0.360
H (-1.251, -2.461, 1.884)  0.272
H (-2.255, -3.680, 1.296)  0.360
H (-0.930, -4.786, -0.710)  0.383
H (-0.043, -3.791, -3.031)  0.399
H (-0.302, -1.266, -2.849)  0.243
F (1.392, 2.569, 4.180)  -0.398
Te (1.618, 0.857, 3.473)  2.212
F (1.829, -0.905, 2.925)  -0.417
F (1.719, 0.238, 5.301)  -0.432
F (-0.166, 0.429, 3.624)  -0.410
F (3.479, 1.006, 3.606)  -0.405
O (1.547, 1.353, 1.755)  -0.108

---

Here is an isolated ion of composition C3H7INO and charge +1 at a distorted geometry from the Open Molecules 2025 dataset. Energies are from ωB97M-V/def2-TZVPD.

Properties
Orbital gap, eV: 10.12
Charge: +1
HOMO energy, Ha: -0.51654
E_LUMO, eV: -3.94

Last column: Mulliken charge in e.
Geometry (Å):
N (-0.347, -1.385, -0.096)  -0.378
C (-0.732, 0.109, 0.059)  -0.135
I (-2.892, 0.109, -0.130)  0.213
C (0.036, 0.892, 1.098)  -0.316
O (0.968, 1.387, 0.191)  -0.326
C (0.294, 1.080, -1.009)  -0.434
H (-0.802, -1.895, -0.742)  0.319
H (-0.405, -1.896, 0.792)  0.358
H (0.715, -1.365, -0.329)  0.400
H (-0.687, 1.583, 1.455)  0.304
H (0.703, 0.187, 1.768)  0.304
H (0.849, 0.504, -1.638)  0.376
H (-0.303, 1.935, -1.226)  0.314

---

The calculation returns the following ΔE to the lowest compared entry with this formula, charge and spin values, one per record and in order: 79.8, 185.3, 114.7, 109.9, 516.8, 32.6, 0.0, 256.4 kJ/mol.